Entry 1:
{"formula": "C19H24BrCoNOS", "method": "the ωB97M-V functional and the def2-TZVPD basis", "species": ["Co", "S", "C", "C", "C", "C", "C", "N", "H", "H", "H", "H", "C", "C", "C", "C", "C", "C", "C", "Br", "C", "O", "C", "C", "C", "C", "C", "C", "H", "H", "H", "H", "H", "H", "H", "H", "H", "H", "H", "H", "H", "H", "H", "H", "H", "H", "H", "H"], "coordinates": [[0.373, 0.020, 0.000], [2.594, 0.629, 0.000], [1.777, 2.171, 0.000], [2.369, 3.434, 0.000], [1.554, 4.543, 0.000], [0.163, 4.403, 0.000], [-0.357, 3.136, 0.000], [0.434, 2.049, 0.000], [3.446, 3.519, 0.000], [1.995, 5.532, 0.000], [-0.493, 5.261, 0.000], [-1.426, 2.965, 0.000], [-4.834, -5.702, -1.259], [-4.838, -4.814, 0.000], [-4.834, -5.702, 1.259], [-6.104, -3.960, 0.000], [-3.575, -3.972, 0.000], [-3.615, -2.554, 0.000], [-2.447, -1.872, 0.000], [-2.445, 0.015, 0.000], [-1.147, -2.529, 0.000], [-0.095, -1.837, 0.000], [-1.108, -3.982, 0.000], [-2.321, -4.618, 0.000], [0.169, -4.832, 0.000], [1.491, -4.056, 0.000], [0.146, -5.718, -1.258], [0.146, -5.719, 1.257], [-5.742, -6.306, -1.270], [-3.984, -6.383, -1.281], [-4.816, -5.101, -2.169], [-5.742, -6.306, 1.270], [-4.816, -5.101, 2.169], [-3.984, -6.383, 1.281], [-6.974, -4.617, 0.000], [-6.173, -3.329, -0.888], [-6.173, -3.329, 0.888], [-4.557, -2.026, 0.000], [-2.322, -5.698, 0.000], [1.611, -3.432, -0.884], [2.298, -4.790, 0.000], [1.611, -3.432, 0.884], [0.154, -5.114, -2.166], [-0.723, -6.375, -1.292], [1.037, -6.348, -1.264], [0.154, -5.114, 2.166], [1.037, -6.348, 1.263], [-0.723, -6.375, 1.292]], "nbo_charge": [1.3635, -0.3015, 0.0768, -0.2573, -0.1099, -0.2700, 0.0601, -0.6426, 0.2459, 0.2366, 0.2414, 0.2030, -0.5943, -0.1108, -0.5943, -0.6128, 0.1727, -0.2515, -0.1180, 0.1164, 0.4762, -0.7050, 0.0054, -0.1687, -0.0916, -0.5971, -0.5940, -0.5940, 0.2300, 0.2108, 0.2188, 0.2300, 0.2188, 0.2108, 0.2343, 0.2144, 0.2144, 0.2533, 0.2236, 0.2169, 0.2200, 0.2169, 0.2172, 0.2063, 0.2277, 0.2172, 0.2277, 0.2063], "energy_ha": -5223.15106, "multiplicity": 5, "charge": 1, "gap_ev": [8.66, 5.19], "e_lumo_ev": [-2.49, -5.94], "molar_mass_g_mol": 453.311, "homo_energy_ev": [-11.2, -11.1]}

=====

Entry 2:
{"formula": "C19H24BrI2NO8P2S3", "method": "the ωB97M-V functional and the def2-TZVPD basis", "species": ["C", "C", "I", "C", "I", "C", "C", "C", "C", "P", "C", "C", "C", "C", "C", "C", "Br", "C", "S", "C", "O", "O", "C", "O", "N", "P", "S", "C", "O", "H", "H", "H", "H", "H", "H", "H", "H", "H", "H", "H", "H", "H", "H", "H", "H", "H", "H", "H", "H", "C", "C", "O", "S", "O", "O", "O", "H", "H", "H", "H"], "coordinates": [[2.538, 1.573, 2.013], [1.466, 0.824, 1.273], [-0.493, 1.397, 1.758], [1.638, -0.109, 0.341], [3.576, -0.529, -0.354], [0.530, -0.734, -0.428], [0.220, -0.119, -1.637], [-0.851, -0.530, -2.414], [-1.678, -1.603, -2.046], [-3.090, -2.163, -3.108], [-4.252, -0.759, -3.095], [-2.427, -2.254, -4.808], [-1.358, -2.276, -0.835], [-2.227, -3.431, -0.395], [-3.106, -3.099, 0.831], [-4.469, -2.497, 0.433], [-3.397, -4.716, 1.874], [-0.255, -1.835, -0.055], [0.069, -2.656, 1.523], [1.801, -2.921, 1.692], [-0.348, -1.734, 2.551], [-0.515, -3.970, 1.496], [-0.917, 0.404, -3.586], [-1.822, 0.649, -4.323], [0.349, 1.107, -3.646], [1.369, 0.639, -4.928], [2.827, -0.541, -4.484], [0.892, 1.030, -2.290], [1.635, 1.847, -1.847], [2.944, 0.994, 2.843], [3.327, 1.836, 1.303], [2.137, 2.518, 2.371], [-3.845, 0.189, -3.445], [-5.121, -1.033, -3.697], [-4.598, -0.620, -2.069], [-2.317, -1.306, -5.329], [-3.104, -2.893, -5.375], [-1.455, -2.754, -4.771], [-2.878, -3.720, -1.214], [-1.598, -4.289, -0.168], [-2.579, -2.387, 1.465], [-4.615, -1.526, 0.908], [-5.287, -3.132, 0.767], [-4.553, -2.407, -0.648], [2.252, -2.010, 2.076], [2.275, -3.208, 0.758], [1.860, -3.708, 2.444], [0.417, 0.087, -5.793], [1.765, 1.832, -5.536], [2.281, 5.106, 4.991], [3.296, 6.232, 4.998], [4.558, 5.550, 5.000], [4.456, 4.198, 4.156], [4.926, 4.415, 2.836], [4.959, 3.137, 4.950], [2.859, 4.129, 4.112], [2.159, 4.662, 5.980], [1.313, 5.406, 4.598], [3.232, 6.858, 5.883], [3.227, 6.847, 4.100]], "nbo_charge": [-0.6913, -0.0993, 0.1775, -0.2402, 0.2036, -0.0314, -0.0746, -0.1206, -0.3061, 0.7900, -0.9410, -0.9473, 0.1850, -0.5246, -0.2173, -0.6439, 0.0036, -0.3287, 2.1827, -0.8847, -0.9398, -0.9410, 0.7036, -0.5143, -0.8317, 1.0473, -0.5434, 0.6966, -0.4798, 0.2431, 0.2461, 0.2432, 0.2447, 0.2411, 0.2364, 0.2380, 0.2435, 0.2394, 0.2455, 0.2781, 0.2188, 0.2172, 0.2359, 0.2095, 0.2534, 0.2574, 0.2714, -0.0302, -0.0244, -0.0969, -0.1011, -0.6859, 2.5487, -0.8959, -0.8932, -0.6971, 0.1967, 0.2153, 0.2155, 0.1969], "energy_ha": -6441.70586, "multiplicity": 1, "charge": 0, "gap_ev": 7.45, "e_lumo_ev": -1.17, "molar_mass_g_mol": 886.261, "homo_energy_ev": -8.6}

=====

Entry 3:
{"formula": "C19H24BrMnNSi", "method": "the ωB97M-V functional and the def2-TZVPD basis", "species": ["C", "C", "C", "H", "C", "C", "H", "H", "H", "H", "Mn", "Br", "C", "C", "C", "H", "C", "C", "H", "H", "H", "H", "C", "Si", "C", "C", "N", "C", "C", "C", "C", "C", "C", "H", "H", "H", "H", "H", "H", "H", "H", "H", "H", "H", "H", "H", "H"], "coordinates": [[-1.681, -1.240, -2.052], [-1.876, -2.259, -1.083], [-2.677, -1.730, -0.011], [-1.714, -3.319, -1.256], [-2.788, -0.297, -0.261], [-2.204, -0.046, -1.542], [-2.263, 0.917, -2.054], [-1.230, -1.417, -3.027], [-3.142, -2.266, 0.801], [-3.249, 0.416, 0.409], [-0.816, -0.922, 0.531], [0.660, -2.636, 1.280], [3.326, 1.888, 0.073], [2.150, 2.518, -0.475], [1.448, 1.527, -1.202], [1.713, 3.485, -0.285], [2.262, 0.336, -1.236], [3.434, 0.570, -0.476], [4.195, -0.189, -0.245], [4.059, 2.388, 0.706], [0.421, 1.678, -1.477], [1.953, -0.654, -1.618], [2.196, 0.439, 3.579], [0.654, 1.517, 3.536], [0.114, 1.729, 5.294], [1.136, 3.276, 3.044], [-0.621, 0.744, 2.556], [-1.818, 0.424, 3.107], [-2.072, -0.906, 3.576], [-3.279, -1.220, 4.172], [-4.306, -0.268, 4.274], [-4.113, 1.011, 3.736], [-2.915, 1.350, 3.127], [2.896, 0.886, 4.307], [2.701, 0.360, 2.607], [1.934, -0.571, 3.919], [0.918, 2.218, 5.862], [-0.782, 2.354, 5.370], [-0.101, 0.766, 5.768], [1.755, 3.321, 2.138], [0.251, 3.916, 2.927], [1.732, 3.685, 3.883], [-1.275, -1.653, 3.457], [-3.435, -2.229, 4.551], [-5.252, -0.517, 4.759], [-4.917, 1.750, 3.777], [-2.748, 2.337, 2.684]], "nbo_charge": [-0.3191, -0.3732, -0.4722, 0.2211, -0.4418, -0.3201, 0.2179, 0.2145, 0.2402, 0.2432, 1.3807, -0.6961, -0.3718, -0.3671, -0.3857, 0.1785, -0.3823, -0.3607, 0.1819, 0.1723, 0.1830, 0.1843, -1.1384, 1.8370, -1.1446, -1.1323, -1.2332, 0.2223, -0.3447, -0.1463, -0.3442, -0.2126, -0.3090, 0.1968, 0.2690, 0.2310, 0.2121, 0.2261, 0.2272, 0.2615, 0.2161, 0.1977, 0.2282, 0.1795, 0.1821, 0.1839, 0.2076], "energy_ha": -4807.69393, "multiplicity": 6, "charge": -2, "gap_ev": [5.52, 5.52], "e_lumo_ev": [5.16, 5.16], "molar_mass_g_mol": 429.336, "homo_energy_ev": [-0.4, -0.4]}

=====

Entry 4:
{"formula": "C19H24Cl2F6N5PPt", "method": "the ωB97M-V functional and the def2-TZVPD basis", "species": ["Pt", "Cl", "C", "Cl", "H", "H", "F", "P", "F", "F", "F", "F", "F", "C", "C", "C", "C", "C", "C", "N", "C", "C", "C", "C", "C", "C", "H", "H", "H", "H", "H", "H", "H", "H", "H", "H", "C", "N", "C", "N", "C", "N", "C", "N", "C", "C", "H", "H", "H", "H", "H", "H", "H", "H", "H", "H", "H", "H"], "coordinates": [[-1.051, -0.868, 0.534], [-2.263, -2.650, -2.890], [-3.106, -3.304, -1.500], [-3.050, -2.254, -0.043], [-2.657, -4.256, -1.243], [-4.156, -3.403, -1.748], [-1.372, -2.252, 2.474], [-2.463, -1.556, 3.588], [-3.656, -2.051, 2.644], [-1.199, -1.014, 4.395], [-2.321, -0.207, 2.533], [-3.450, -0.737, 4.495], [-2.493, -2.884, 4.422], [-2.424, 1.977, -3.876], [-1.486, 1.088, -4.397], [-0.814, 0.216, -3.571], [-1.042, 0.240, -2.175], [-2.053, 1.092, -1.675], [-2.724, 1.951, -2.515], [-0.357, -0.580, -1.308], [0.861, -1.182, -1.641], [1.200, -2.399, -1.031], [2.406, -3.009, -1.310], [3.306, -2.409, -2.185], [2.997, -1.185, -2.766], [1.792, -0.567, -2.494], [-2.943, 2.660, -4.534], [-1.297, 1.067, -5.462], [-0.154, -0.528, -3.992], [-2.291, 1.058, -0.620], [-3.495, 2.598, -2.119], [0.489, -2.859, -0.356], [2.650, -3.954, -0.845], [4.256, -2.883, -2.392], [3.705, -0.706, -3.429], [1.587, 0.420, -2.887], [1.789, 0.364, 0.748], [0.388, 0.547, 1.265], [0.471, 0.502, 2.778], [1.371, 1.515, 3.263], [2.710, 1.308, 2.726], [2.671, 1.382, 1.259], [2.163, 2.704, 0.873], [0.818, 2.928, 1.409], [-0.079, 1.928, 0.890], [0.876, 2.836, 2.876], [1.785, 0.421, -0.333], [2.144, -0.621, 1.052], [0.812, -0.484, 3.084], [-0.510, 0.683, 3.189], [3.074, 0.327, 3.034], [3.382, 2.075, 3.106], [2.133, 2.776, -0.216], [2.836, 3.469, 1.258], [-0.116, 2.010, -0.196], [-1.078, 2.074, 1.304], [-0.120, 2.986, 3.292], [1.547, 3.603, 3.259]], "mulliken_charge": [2.1546, -0.0436, -0.4364, -0.0307, 0.3390, 0.4138, -0.5232, 1.2819, -0.3390, -0.3553, -0.5388, -0.3352, -0.3362, -0.6180, -0.8061, -0.2918, 0.7537, -0.6743, -0.9752, 0.1863, 0.1072, -0.4604, -0.8494, -0.5903, -1.0305, 0.3302, 0.4445, 0.4446, 0.6338, 0.4656, 0.4734, 0.4131, 0.4729, 0.4457, 0.4294, 0.6248, -0.4323, -0.6614, -0.6290, 0.1932, -0.6396, 0.1726, -0.6822, 0.1134, -0.2958, -0.6396, 0.2187, 0.2413, 0.2060, 0.3668, 0.3303, 0.3389, 0.3037, 0.3557, 0.2115, 0.0847, 0.3416, 0.3213], "energy_ha": -2992.36082, "multiplicity": 2, "charge": 1, "gap_ev": [7.47, 5.92], "e_lumo_ev": [-4.40, -6.00], "molar_mass_g_mol": 733.382, "homo_energy_ev": [-11.9, -11.9]}